1.
5
Properties=species:S:1:pos:R:3:lowdin_charge:R:1 method="wB97M-V/def2-TZVPD" homo_energy_ev="-6.895 / -12.441" multiplicity=3 orbital_gap_ha="0.252 / 0.321" relative_energy_kj_mol=415.83 s2=2.0111
C 0.736 -1.962 0.505 -0.43
S -0.273 -0.546 1.026 0.77
N 0.984 -3.108 0.422 0.08
H -0.410 0.395 -0.083 -0.01
O -1.589 -1.075 0.760 -0.42

2.
24
Properties=species:S:1:pos:R:3:lowdin_charge:R:1 method="wB97M-V/def2-TZVPD" homo_energy_ev=-7.306 orbital_gap_ha=0.280 relative_energy_kj_mol=427.06
H -1.814 -0.484 -1.652 0.06
H -1.606 -1.674 -0.357 0.05
H 2.533 0.675 -0.774 0.07
C -0.003 -1.220 2.042 -0.04
O -0.584 1.539 -1.378 -0.01
H 0.360 -1.009 3.054 0.10
H 2.001 2.369 -0.913 0.09
H -1.090 -1.173 2.065 0.08
H 1.626 -0.406 0.825 0.12
H -1.424 -2.159 -2.037 0.06
C -1.227 -1.347 -1.329 -0.16
H 0.305 -2.230 1.775 0.09
H 0.645 -0.800 -2.267 0.07
N 0.140 0.975 0.886 -0.04
C 0.242 -0.982 -1.268 -0.18
C 0.378 1.006 -0.859 -0.52
H -1.299 2.451 0.844 0.09
H -1.193 1.573 2.374 0.09
C -1.166 1.467 1.289 -0.06
H 0.859 -1.778 -0.838 0.06
C 0.591 -0.239 1.099 -0.17
H -1.983 0.821 0.960 0.09
H 1.906 1.283 -2.311 0.09
C 1.803 1.342 -1.229 -0.03

3.
16
Properties=species:S:1:pos:R:3:lowdin_charge:R:1 method="wB97M-V/def2-TZVPD" homo_energy_ev="-17.379 / -17.054" total_charge=+2 multiplicity=3 orbital_gap_ha="0.319 / 0.122" s2=2.0111
H 3.200 1.420 5.451 0.17
Ag 2.733 1.927 -1.325 0.96
H 4.597 -0.986 4.084 0.23
C 4.050 0.739 5.317 -0.06
C 3.157 -0.613 0.473 -0.34
O 3.668 0.384 2.970 0.33
H 4.558 0.190 9.460 0.16
H 4.956 1.326 5.114 0.18
O 3.103 -1.739 0.734 0.31
O 3.221 0.319 -0.249 0.05
H 2.878 -0.851 4.355 0.23
O 4.485 -0.270 8.615 0.21
C 4.369 0.615 7.635 -0.60
O 4.229 -0.041 6.494 0.08
O 4.361 1.815 7.765 0.19
C 3.783 -0.232 4.177 -0.08

no.,E_tot (Eh)
1,-566.6418
2,-405.5746
3,-752.9740